Entry from OMol25: a 2-piece molecular cluster, C4H12 overall at a distorted geometry (ωB97M-V with the def2-TZVPD basis set).

Structure (XYZ):
```
16
C4H12 | OMol25 | ωB97M-V with the def2-TZVPD basis set
C 1.761 -0.237 1.006
C 2.676 0.939 0.750
H 0.865 -0.143 1.634
H 1.329 -0.616 0.047
H 2.196 -1.131 1.469
H 3.712 0.685 0.517
H 2.700 1.436 1.715
H 2.131 1.546 0.029
C -1.979 -0.738 -1.505
C -2.417 0.115 -0.339
H -2.558 -0.575 -2.438
H -0.915 -0.462 -1.642
H -1.986 -1.816 -1.302
H -2.407 1.168 -0.655
H -1.744 -0.012 0.555
H -3.364 -0.159 0.160
```

Computed properties:
HOMO level = -11.45 eV
structure (SMILES) = CC.CC
F_max = 2.8 eV/A
ΔE to the lowest compared entry with this formula, charge and spin = 11.95 kcal per mole
gap between HOMO and LUMO = 12.56 eV
total charge = 0


Entry from OMol25: C30H52BrN3OP2Pb as an isolated structure at a distorted geometry (ωB97M-V with the def2-TZVPD basis set).

Structure (XYZ):
```
90
C30H52BrN3OP2Pb | OMol25 | ωB97M-V with the def2-TZVPD basis set
N -7.010 5.414 -6.431
C -6.744 6.020 -5.276
C -5.860 5.477 -4.336
C -5.205 4.247 -4.604
C -5.495 3.659 -5.863
C -6.423 4.253 -6.718
C -4.268 3.648 -3.655
Pb 0.714 1.946 -0.444
P 5.810 -0.711 -1.121
C -3.338 2.716 -4.023
C -2.524 1.957 -3.107
C -1.424 1.225 -3.583
C -0.508 0.630 -2.713
C -0.886 0.467 -1.366
C -1.930 1.250 -0.848
C -2.742 1.989 -1.718
Br 1.468 -0.722 0.212
H -4.378 4.005 -2.632
H -3.163 2.556 -5.083
H -5.681 5.991 -3.396
H -5.038 2.715 -6.159
H -7.241 6.973 -5.076
H -6.695 3.784 -7.667
H -1.266 1.196 -4.660
H -3.544 2.601 -1.306
H 0.444 0.274 -3.102
H -2.109 1.281 0.238
P -0.639 -2.130 -0.968
C 5.191 0.979 -0.862
C 6.314 1.943 -1.265
H 4.944 1.064 0.209
H 4.298 1.093 -1.496
H 6.111 2.944 -0.879
H 7.288 1.622 -0.867
H 6.414 2.022 -2.354
C 5.010 -1.217 -2.693
C 5.788 -2.386 -3.324
H 4.987 -0.342 -3.366
H 3.985 -1.511 -2.414
H 5.498 -2.501 -4.377
H 6.877 -2.211 -3.286
H 5.566 -3.336 -2.813
C 4.907 -1.779 0.061
C 5.652 -1.971 1.373
H 4.802 -2.738 -0.469
H 3.922 -1.308 0.207
H 5.081 -2.651 2.012
H 6.636 -2.417 1.203
H 5.788 -1.042 1.936
C -0.584 -3.678 0.062
C -1.833 -4.548 -0.004
H -0.344 -3.373 1.094
H 0.280 -4.250 -0.303
H -2.697 -4.045 0.438
H -2.080 -4.843 -1.032
H -1.657 -5.473 0.551
C 0.567 -2.603 -2.268
C 0.020 -2.539 -3.671
H 0.904 -3.621 -2.031
H 1.434 -1.941 -2.117
H -0.797 -3.262 -3.791
H -0.340 -1.538 -3.934
H 0.820 -2.811 -4.372
C -2.308 -2.238 -1.728
C -3.376 -1.771 -0.736
H -2.440 -3.294 -2.007
H -2.321 -1.639 -2.648
H -4.181 -1.249 -1.267
H -3.830 -2.605 -0.185
H -2.979 -1.067 0.003
C 1.386 2.186 3.042
N 0.492 1.362 3.816
C 0.643 1.363 5.246
C -0.433 0.614 3.116
O -0.681 0.963 1.936
N -1.013 -0.501 3.686
C -0.631 -1.120 4.931
C -1.885 -1.336 2.866
H 1.989 2.801 3.737
H 0.852 2.852 2.366
H 2.086 1.573 2.458
H -0.328 1.290 5.748
H 1.295 0.548 5.595
H 1.117 2.301 5.556
H -1.044 -0.598 5.802
H -1.027 -2.141 4.938
H 0.455 -1.191 5.038
H -1.937 -0.965 1.846
H -1.509 -2.370 2.858
H -2.899 -1.363 3.289
```

Computed properties:
HOMO level (alpha / beta) = -11.79 / -11.76 eV
F_max = 1.7 eV/A
gap between HOMO and LUMO (alpha / beta) = 3.40 / 3.46 eV
total charge = +2


Entry from OMol25: C16H21N3O6PS2SbSe4Ti as an isolated structure at a distorted geometry (ωB97M-V with the def2-TZVPD basis set).

Structure (XYZ):
```
55
C16H21N3O6PS2SbSe4Ti | OMol25 | ωB97M-V with the def2-TZVPD basis set
Ti -0.003 0.069 0.180
O -3.438 -3.227 4.965
C -4.065 -2.373 4.338
O -5.217 -1.960 4.450
C -3.230 -1.686 3.170
C -3.741 -0.650 2.391
C -2.938 -0.044 1.442
N -1.671 -0.428 1.249
C -1.177 -1.434 1.986
C -1.922 -2.097 2.938
C 0.305 -1.622 1.818
O 0.851 -2.706 1.906
O 0.905 -0.504 1.627
H -4.755 -0.318 2.559
H -3.303 0.793 0.837
H -1.488 -2.884 3.536
Se -0.059 4.637 -1.879
Sb -1.367 3.067 -0.571
Se -1.382 0.739 -1.562
Se -0.089 2.120 1.427
Se -3.594 3.818 -0.060
N 2.183 2.143 -0.888
C 3.493 2.316 -0.701
C 4.004 1.127 -0.228
C 2.912 0.263 -0.162
N 1.812 0.893 -0.568
H 1.540 2.851 -1.291
H 3.953 3.260 -0.910
H 5.010 0.895 0.050
H 2.895 -0.768 0.150
C 1.680 0.919 -3.701
C 1.037 0.033 -4.746
C -0.369 0.523 -5.079
O 0.957 -1.328 -4.325
P 1.454 -2.088 -2.975
S 3.359 -1.838 -2.564
S 0.134 -1.847 -1.470
O 1.303 -3.603 -3.478
C 0.294 -4.212 -4.273
C -1.112 -3.782 -3.887
C 0.577 -3.969 -5.753
H 1.648 1.962 -4.008
H 2.707 0.613 -3.512
H 1.104 0.791 -2.785
H 1.646 0.018 -5.663
H -1.006 0.452 -4.200
H -0.812 -0.069 -5.877
H -0.333 1.568 -5.378
H 0.414 -5.285 -4.055
H -1.228 -2.713 -4.051
H -1.302 -3.997 -2.838
H -1.842 -4.316 -4.492
H 0.468 -2.913 -5.987
H -0.118 -4.546 -6.362
H 1.598 -4.270 -5.983
```

Computed properties:
HOMO level = -2.98 eV
F_max = 3.9 eV/A
gap between HOMO and LUMO = 6.44 eV
total charge = -2


Entry from OMol25: one molecule with the formula C3H8N2 at a distorted geometry (ωB97M-V with the def2-TZVPD basis set).

Structure (XYZ):
```
13
C3H8N2 | OMol25 | ωB97M-V with the def2-TZVPD basis set
C 0.227 -1.587 -0.643
C 0.259 -0.182 -0.147
C -0.449 0.170 0.926
N -0.567 1.601 1.188
N 0.992 0.725 -0.895
H 0.210 -1.693 -1.716
H 1.063 -2.238 -0.360
H -0.618 -2.105 -0.222
H -1.118 -0.392 1.565
H -1.302 1.983 0.611
H -0.894 1.732 2.135
H 1.608 0.346 -1.583
H 0.588 1.638 -0.858
```

Computed properties:
HOMO level = -7.55 eV
structure (SMILES) = C/C(N)=C/N
F_max = 2.0 eV/A
ΔE to the lowest compared entry with this formula, charge and spin = 40.68 kcal per mole
gap between HOMO and LUMO = 8.68 eV
total charge = 0


Entry from OMol25: an isolated ion of composition C3H12NOSi and charge +1 at a distorted geometry (ωB97M-V with the def2-TZVPD basis set).

Structure (XYZ):
```
18
C3H12NOSi | OMol25 | ωB97M-V with the def2-TZVPD basis set
C 0.929 1.951 -0.780
C -0.200 1.287 0.241
C 0.342 -0.190 0.465
N -0.296 -0.826 1.662
O -1.585 -2.034 -0.485
Si -0.083 -1.573 -1.026
H 1.120 1.493 -1.716
H 0.732 3.119 -0.920
H 1.889 1.869 -0.327
H -0.164 1.893 1.111
H -1.180 1.357 -0.176
H 1.478 -0.078 0.544
H -1.255 -0.504 1.513
H -0.332 -1.841 1.566
H -0.025 -0.544 2.635
H -2.220 -2.086 -1.151
H -0.228 -0.662 -2.237
H 1.079 -2.634 -0.919
```

Computed properties:
HOMO level = -14.83 eV
structure (SMILES) = CC[C@@H]([NH3+])[SiH2]O
F_max = 4.2 eV/A
ΔE to the lowest compared entry with this formula, charge and spin = 16.41 kcal per mole
gap between HOMO and LUMO = 11.33 eV
total charge = +1


Entry from OMol25: a 18-piece molecular cluster, H36O18 overall at a distorted geometry (ωB97M-V with the def2-TZVPD basis set).

Structure (XYZ):
```
54
H36O18 | OMol25 | ωB97M-V with the def2-TZVPD basis set
O -0.881 -1.595 4.091
H -0.987 -0.695 4.407
H -0.665 -2.184 4.815
O -2.362 4.364 -1.669
H -2.775 4.126 -2.510
H -2.160 3.527 -1.241
O 1.918 3.889 -3.133
H 2.615 4.368 -3.606
H 2.428 3.111 -2.844
O 3.692 0.556 -3.877
H 3.152 -0.189 -3.625
H 4.155 0.378 -4.686
O -0.865 -2.964 -0.122
H -0.813 -3.916 -0.074
H -1.569 -2.678 -0.693
O -0.381 -4.666 2.117
H 0.184 -5.438 2.004
H 0.094 -3.825 2.238
O -3.704 2.009 3.751
H -3.450 1.761 2.867
H -3.758 2.963 3.833
O -3.143 -0.082 5.306
H -3.395 0.833 5.120
H -3.848 -0.716 5.153
O -2.871 0.602 -4.481
H -2.529 0.953 -5.313
H -3.637 1.152 -4.293
O -2.256 -0.884 1.637
H -2.239 -1.238 2.548
H -1.399 -1.219 1.339
O 1.453 -2.104 -4.255
H 2.249 -1.644 -4.010
H 0.671 -1.600 -4.497
O 0.363 0.319 0.040
H -0.140 -0.359 0.482
H 1.017 0.003 -0.591
O -3.797 -2.871 4.255
H -3.289 -2.757 3.447
H -3.151 -3.006 4.953
O -0.561 0.255 -2.600
H 0.227 0.705 -2.916
H -0.462 -0.401 -1.909
O 3.941 4.188 -0.813
H 4.284 4.211 0.087
H 3.999 5.062 -1.196
O 3.693 -0.524 -1.285
H 4.619 -0.484 -1.516
H 3.183 0.280 -1.108
O 2.692 1.766 -0.622
H 3.088 2.600 -0.892
H 1.741 1.919 -0.490
O 2.075 -2.391 2.389
H 1.701 -2.144 1.544
H 1.851 -3.324 2.442
```

Computed properties:
HOMO level = -10.59 eV
F_max = 2.4 eV/A
ΔE to the lowest compared entry with this formula, charge and spin = 97.25 kcal per mole
gap between HOMO and LUMO = 10.71 eV
total charge = 0


Entry from OMol25: a 10-piece molecular cluster, C45H129N18O19P7 overall at a distorted geometry (ωB97M-V with the def2-TZVPD basis set).

Structure (XYZ):
```
218
C45H129N18O19P7 | OMol25 | ωB97M-V with the def2-TZVPD basis set
O -1.842 -9.838 -5.445
P -2.281 -9.660 -4.025
N -2.620 -8.023 -3.567
C -3.435 -7.597 -2.335
C -2.161 -6.847 -4.236
N -0.894 -10.078 -3.076
C 0.324 -9.348 -3.530
C -1.024 -10.160 -1.548
N -3.524 -10.733 -3.525
C -4.853 -10.442 -3.878
C -3.273 -12.193 -3.610
H -3.287 -8.212 -1.448
H -4.505 -7.688 -2.523
H -3.157 -6.577 -2.071
H -2.110 -6.995 -5.315
H -1.203 -6.574 -3.793
H -2.876 -6.030 -4.139
H 0.651 -9.434 -4.565
H 0.202 -8.274 -3.386
H 1.150 -9.626 -2.875
H -0.521 -9.270 -1.169
H -2.080 -10.242 -1.293
H -0.377 -10.912 -1.096
H -5.045 -10.300 -4.942
H -5.534 -11.183 -3.460
H -5.131 -9.459 -3.496
H -2.223 -12.387 -3.394
H -3.660 -12.747 -4.465
H -3.807 -12.770 -2.855
O 8.186 8.490 -0.807
P 8.079 7.607 -1.985
N 7.339 8.266 -3.437
C 6.666 7.409 -4.424
C 7.585 9.625 -3.956
N 7.216 6.149 -1.616
C 5.895 6.279 -1.280
C 7.808 5.062 -0.906
N 9.485 7.084 -2.703
C 10.601 7.862 -2.525
C 9.420 6.035 -3.737
H 5.915 8.055 -4.878
H 6.218 6.580 -3.876
H 7.236 6.946 -5.230
H 6.686 10.223 -3.809
H 8.040 9.487 -4.936
H 8.395 10.146 -3.446
H 5.265 5.485 -1.679
H 5.813 6.081 -0.211
H 5.373 7.163 -1.646
H 7.829 5.243 0.169
H 7.373 4.074 -1.056
H 8.877 5.099 -1.117
H 10.899 7.756 -1.482
H 11.367 7.571 -3.243
H 10.353 8.895 -2.768
H 9.519 6.320 -4.785
H 8.394 5.676 -3.653
H 9.933 5.162 -3.337
O -3.308 8.563 -5.739
P -3.147 8.153 -4.263
N -3.705 6.557 -3.954
C -5.027 6.170 -4.565
C -2.787 5.483 -3.883
N -3.943 9.148 -3.165
C -4.168 10.528 -3.420
C -4.729 8.618 -2.037
N -1.651 8.327 -3.595
C -0.716 9.171 -4.330
C -1.484 8.315 -2.090
H -5.788 6.947 -4.494
H -5.336 5.346 -3.922
H -4.942 5.905 -5.619
H -2.155 5.464 -2.996
H -2.134 5.802 -4.695
H -3.142 4.488 -4.151
H -5.204 10.699 -3.713
H -4.095 11.019 -2.450
H -3.489 10.979 -4.143
H -5.527 7.985 -2.425
H -4.164 8.008 -1.331
H -5.071 9.413 -1.374
H 0.251 9.110 -3.831
H -0.603 8.771 -5.338
H -1.097 10.192 -4.358
H -1.820 9.183 -1.522
H -0.446 8.130 -1.814
H -2.098 7.509 -1.689
O -1.128 -1.147 1.480
P 0.271 -1.156 1.962
N 1.348 -0.306 0.901
C 2.746 -0.521 0.604
C 0.617 0.550 -0.078
N 0.792 -2.759 2.019
C 2.175 -3.254 2.421
C -0.242 -3.791 2.182
N 0.580 -0.533 3.530
C -0.391 -0.534 4.581
C 1.949 -0.192 3.812
H 3.282 0.391 0.343
H 2.796 -1.386 -0.058
H 3.348 -0.882 1.438
H -0.440 0.352 -0.254
H 1.199 0.535 -1.000
H 0.643 1.541 0.376
H 2.942 -2.903 1.731
H 2.233 -2.930 3.460
H 2.134 -4.342 2.369
H 0.157 -4.755 1.867
H -0.522 -3.861 3.233
H -1.072 -3.500 1.537
H -0.355 0.422 5.102
H -1.431 -0.701 4.298
H -0.084 -1.352 5.233
H 2.025 -0.159 4.899
H 2.307 0.788 3.498
H 2.562 -1.040 3.508
O 4.338 -2.056 -9.875
P 3.249 -2.258 -8.797
N 2.160 -0.947 -8.734
C 2.368 0.340 -9.396
C 1.015 -0.867 -7.850
N 3.868 -2.146 -7.193
C 3.221 -2.654 -6.003
C 5.210 -1.898 -6.968
N 2.203 -3.588 -9.043
C 2.704 -4.959 -8.877
C 1.138 -3.623 -10.078
H 1.469 0.602 -9.953
H 3.208 0.355 -10.090
H 2.532 1.085 -8.618
H 0.525 -1.804 -7.586
H 0.105 -0.491 -8.318
H 1.245 -0.277 -6.963
H 2.717 -3.585 -6.262
H 4.030 -2.899 -5.314
H 2.503 -1.918 -5.640
H 5.661 -1.454 -7.856
H 5.239 -1.157 -6.169
H 5.690 -2.800 -6.589
H 3.435 -5.068 -8.076
H 1.878 -5.623 -8.623
H 3.087 -5.354 -9.818
H 0.437 -4.422 -9.838
H 1.452 -3.956 -11.067
H 0.768 -2.599 -10.138
C 1.472 -6.124 9.402
N 1.245 -7.084 8.216
O 1.328 -8.269 8.458
O 0.965 -6.557 7.136
H 1.442 -5.132 8.952
H 2.529 -6.242 9.639
H 0.899 -6.311 10.310
C -2.881 2.245 10.369
N -1.583 1.523 10.293
O -0.743 2.183 9.684
O -1.457 0.482 10.919
H -3.524 1.859 9.578
H -2.666 3.312 10.312
H -3.380 2.144 11.333
C 7.343 -7.343 3.988
N 7.149 -8.516 4.935
O 7.740 -8.334 5.983
O 6.443 -9.477 4.651
H 6.440 -7.320 3.379
H 8.018 -7.436 3.137
H 7.415 -6.485 4.656
C 2.464 5.550 4.809
C 0.882 5.314 4.970
O 0.189 5.168 3.673
P -1.449 5.319 3.923
O -1.821 4.903 5.323
O -1.842 6.761 3.340
C -2.046 7.755 4.310
C -0.851 8.795 4.385
O -1.979 4.372 2.807
C -3.377 4.103 2.643
C -3.499 4.235 1.070
H 2.578 6.581 4.476
H 3.135 5.510 5.667
H 2.699 5.006 3.894
H 0.769 4.393 5.543
H 0.431 6.057 5.628
H -3.004 8.205 4.051
H -2.257 7.397 5.318
H 0.056 8.212 4.547
H -0.785 9.505 3.560
H -0.793 9.415 5.279
H -3.781 3.169 3.033
H -4.019 4.875 3.068
H -4.506 4.164 0.660
H -2.983 5.137 0.742
H -2.916 3.499 0.516
C -10.488 -3.813 7.070
C -10.223 -5.018 8.016
O -8.895 -4.871 8.372
P -7.729 -5.939 7.953
O -8.293 -7.223 7.474
O -6.645 -6.004 9.134
C -5.982 -4.791 9.357
C -4.525 -4.899 8.717
O -7.083 -5.104 6.689
C -7.284 -5.554 5.304
C -6.362 -4.912 4.230
H -10.214 -2.828 7.446
H -9.671 -3.926 6.357
H -11.500 -3.784 6.665
H -10.834 -5.035 8.919
H -10.342 -6.017 7.597
H -6.598 -3.909 9.178
H -5.944 -4.708 10.443
H -4.582 -4.980 7.632
H -3.928 -3.999 8.860
H -4.022 -5.801 9.068
H -7.082 -6.624 5.260
H -8.272 -5.307 4.915
H -6.356 -3.827 4.125
H -5.318 -5.076 4.495
H -6.360 -5.334 3.225
```

Computed properties:
HOMO level = -8.10 eV
structure (SMILES) = CN(C)P(=O)(N(C)C)N(C)C.CN(C)P(=O)(N(C)C)N(C)C.CN(C)P(=O)(N(C)C)N(C)C.CN(C)P(=O)(N(C)C)N(C)C.CN(C)P(=O)(N(C)C)N(C)C.CCOP(=O)(OCC)OCC.CCOP(=O)(OCC)OCC.C[N+](=O)[O-].C[N+](=O)[O-].C[N+](=O)[O-]
F_max = 4.1 eV/A
ΔE to the lowest compared entry with this formula, charge and spin = 34.01 kcal per mole
gap between HOMO and LUMO = 8.07 eV
total charge = 0